# 1
C2H3NO2 | wB97M-V/def2-TZVPD

Computed properties:
DFT total energy in eV: -7702.6974
Energy above the lowest of the compared OMol25 structures with the same formula, charge and spin in eV: 5.146
HOMO energy in eV: -9.23
Kohn-Sham gap in Ha: 0.3740
2S+1: 1
Structure (SMILES): N1O[C@H]2O[C@@H]12
Charge: 0

Structure (XYZ):
```
8
Properties=species:S:1:pos:R:3:forces:R:3
N -0.15218 -0.97666 0.90224 2.0 -0.9 1.6
O -0.85962 -1.33532 -0.26708 -1.2 0.3 -1.5
C -1.02831 0.08656 -0.65042 2.4 -1.2 4.4
O -1.47086 0.81240 0.53719 0.2 -0.2 -1.4
C -0.10977 0.39839 0.50270 0.1 -0.5 0.0
H 0.77504 -1.52914 1.08371 -2.2 1.4 -1.3
H -1.25126 0.31487 -1.64303 -0.6 0.5 -1.2
H 0.76637 0.94716 0.86966 -0.8 0.6 -0.6
```
Positions in Å, forces in eV/Å.

# 2
C4H4O3 | wB97M-V/def2-TZVPD

Computed properties:
DFT total energy in eV: -10351.0076
Energy above the lowest of the compared OMol25 structures with the same formula, charge and spin in eV: 4.205
HOMO energy in eV: -9.39
Kohn-Sham gap in Ha: 0.3075
2S+1: 1
Charge: 0

Structure (XYZ):
```
11
Properties=species:S:1:pos:R:3:forces:R:3
O -1.98429 0.65929 0.62018 1.2 -3.2 2.4
C -0.85546 1.04624 0.08975 1.1 -0.7 0.5
C 0.14464 0.12992 -0.05911 0.8 0.6 1.2
C -0.09054 -1.25212 0.34410 1.5 -0.1 -3.9
O -1.07189 -1.71621 -0.20540 -1.7 -2.0 1.6
C 1.42514 0.41512 -0.64818 0.6 1.0 0.5
O 1.82174 1.55550 -0.77539 0.3 -0.1 -0.6
H -0.61731 2.10120 -0.10793 -0.8 -0.3 -0.3
H 0.76139 -1.93619 0.57471 -0.4 0.4 0.9
H -1.58417 -0.54602 1.12155 -2.6 4.4 -2.3
H 2.05074 -0.45671 -0.95428 -0.1 0.2 0.0
```
Positions in Å, forces in eV/Å.

# 3
C30H51N3O2P2Ti | wB97M-V/def2-TZVPD

Computed properties:
DFT total energy in eV: -82149.0766
HOMO energy (alpha / beta) in eV: -19.08 / -19.08
Kohn-Sham gap (alpha / beta) in Ha: 0.1084 / 0.1085
2S+1: 1
Charge: +4

Structure (XYZ):
```
89
Properties=species:S:1:pos:R:3:forces:R:3
Ti 0.10295 0.11895 0.14122 2.6 0.8 3.9
C 2.12446 -0.16369 -0.32404 8.7 -1.3 -4.4
O 3.14731 -0.32213 -0.91585 -6.5 1.1 4.2
C -1.87922 0.03598 -0.06858 -9.8 0.4 -1.1
O -3.05130 0.12740 -0.18010 6.9 -0.5 0.6
P 0.09908 2.31565 -1.01193 -0.4 2.6 -1.8
C -0.15415 2.37467 -2.85684 -0.2 -0.7 0.1
H -0.31799 3.44361 -3.04620 0.1 -0.3 0.1
C -1.29805 3.50339 -0.47264 -0.3 -0.4 0.5
H -2.17806 2.83770 -0.47256 0.1 0.3 0.1
C 1.73725 3.19491 -0.84471 0.7 -0.5 0.4
H 2.41618 2.51958 -1.39286 -0.1 0.1 0.1
C 1.50121 -3.36396 0.77644 0.5 0.3 -0.6
P -0.10352 -2.50097 0.16456 -0.2 -1.7 0.2
H -0.75258 -4.17285 -1.22639 0.2 0.0 -0.3
H 2.18250 -3.08855 -0.04437 0.0 -0.2 0.2
C -1.38309 -3.35124 1.28515 -0.7 0.2 0.1
H -1.01897 -4.39699 1.27146 -0.1 0.5 -0.2
C -1.06235 4.02723 0.94025 -0.1 0.2 0.4
H -1.97175 4.56086 1.26961 0.4 -0.2 -0.1
H -0.22759 4.75196 0.96184 -0.5 -0.3 0.0
H -0.86975 3.21992 1.66312 -0.2 0.4 -0.4
C -1.59880 4.68989 -1.41081 0.2 0.0 -0.5
H -0.72252 5.34592 -1.55343 -0.5 -0.3 0.0
H -2.38402 5.30340 -0.93401 0.3 -0.4 -0.1
H -1.98949 4.36763 -2.39040 0.2 0.2 0.4
C 1.81047 4.55243 -1.56368 -0.1 0.5 -0.2
H 1.45195 4.52844 -2.60586 0.1 0.0 0.5
H 2.86808 4.85883 -1.61792 -0.3 -0.3 0.1
H 1.29745 5.36050 -1.02009 0.1 -0.4 -0.2
C 2.25043 3.29576 0.59984 0.3 0.2 0.2
H 3.18505 3.88167 0.57378 -0.4 -0.2 0.1
H 2.50004 2.32798 1.06311 -0.1 0.2 -0.3
H 1.54279 3.80716 1.27310 0.4 -0.1 -0.4
C 1.03048 1.85552 -3.67720 0.1 -0.2 -0.2
H 1.65783 2.67730 -4.03960 0.1 -0.3 0.1
H 0.63945 1.30508 -4.55563 0.4 0.4 0.4
H 1.64665 1.14340 -3.10448 0.1 0.2 -0.3
C -1.40322 1.59721 -3.26421 -0.2 0.2 0.0
H -1.24093 0.52148 -3.11952 -0.1 0.0 -0.1
H -1.51521 1.74777 -4.34880 -0.4 -0.1 0.4
H -2.32067 1.89600 -2.73017 0.2 -0.1 -0.3
C 1.37647 -4.91444 0.80211 -0.3 -0.1 -0.1
H 0.90857 -5.33880 -0.10470 0.2 0.2 0.5
H 0.83424 -5.26832 1.69744 0.2 0.2 -0.4
H 2.39358 -5.34482 0.88033 -0.4 0.3 -0.1
C 2.14325 -2.90356 2.08723 0.2 -0.1 0.3
H 1.49276 -3.07462 2.96786 0.4 0.1 -0.5
C -1.40794 -2.59544 -2.45700 -0.1 0.4 -0.2
H 2.52208 -1.86717 2.09168 -0.2 -0.4 -0.1
H 3.03476 -3.54220 2.21454 -0.3 0.3 0.1
C 0.98217 -3.39374 -2.29054 -0.2 -0.6 0.2
H -1.16803 -1.58131 -2.84340 0.0 -0.5 0.3
H -1.45705 -3.24681 -3.35915 -0.3 0.4 0.7
H -2.35703 -2.56879 -1.91968 -0.2 0.1 -0.5
C -0.35772 -3.19322 -1.53974 0.8 -0.4 0.0
H 0.70782 -3.75669 -3.29428 0.3 0.2 0.3
H 1.58984 -4.18700 -1.81202 -0.2 0.6 -0.4
H 1.58346 -2.47353 -2.41430 -0.2 -0.3 0.0
C -2.83848 -3.31730 0.73868 -0.1 0.0 0.1
H -3.15915 -2.29915 0.47593 0.1 -0.3 0.1
H -3.49939 -3.61897 1.58346 0.3 0.0 -0.8
H -3.02942 -3.97443 -0.13196 0.2 0.3 0.5
C -1.43588 -2.86661 2.75220 -0.1 -0.2 0.1
H -1.64509 -1.79429 2.80854 0.0 0.0 0.1
H -0.57838 -3.11508 3.40146 -0.3 0.1 -0.5
H -2.31646 -3.36756 3.18308 0.4 0.2 0.1
H 0.80014 -0.51705 -1.63125 -2.0 0.4 -0.6
H 0.04370 -0.18854 -1.81271 1.2 -0.5 0.0
N 0.46320 3.13183 10.84017 0.0 -0.3 -1.3
C 0.50799 2.84303 9.71417 0.0 -0.1 0.4
C 0.59290 2.42335 8.33400 0.4 -0.6 0.2
C 0.16888 3.27802 7.30515 -0.4 1.0 -1.3
C 0.24264 2.88515 5.95552 -0.3 0.3 0.9
C 0.69547 1.58969 5.63571 0.8 -0.3 0.4
C 1.29323 0.75372 6.63783 -0.3 0.6 1.5
C 1.18742 1.16338 8.00366 0.1 -0.5 -1.6
N 0.63432 1.12899 4.29746 0.5 -1.0 -0.7
C 0.86355 -0.18004 3.87077 -0.4 -0.2 0.3
C 0.62035 -0.20857 2.52899 0.2 -1.1 -0.3
N 0.37771 1.06488 2.07341 -1.5 0.9 0.1
C 0.33216 1.83868 3.17850 0.7 -1.5 -0.9
H -0.21941 4.29434 7.55741 0.4 -1.0 -0.2
H -0.04472 3.57982 5.15292 -0.1 -0.3 0.7
H 1.89671 -0.14724 6.37497 -0.8 0.8 0.4
H 1.56955 0.50743 8.79879 -0.1 0.4 -0.4
H 1.08276 -0.97106 4.56756 0.0 0.0 -0.1
H 0.54304 -1.10548 1.81649 0.3 1.0 1.3
H 0.16571 2.86020 3.25301 -0.2 1.5 -0.3
```
Positions in Å, forces in eV/Å.

# 4
C6H14O2 | wB97M-V/def2-TZVPD

Computed properties:
DFT total energy in eV: -10541.8657
Energy above the lowest of the compared OMol25 structures with the same formula, charge and spin in eV: 2.751
HOMO energy in eV: -8.76
Kohn-Sham gap in Ha: 0.3448
2S+1: 1
Structure (SMILES): C=C/C(C)=C/C.O.O
Charge: 0

Structure (XYZ):
```
22
Properties=species:S:1:pos:R:3:forces:R:3
C 1.77257 1.10431 -0.74054 0.8 -0.5 1.9
C 1.38234 2.20269 -0.09884 -1.7 -0.2 -0.1
C -0.06525 2.28602 0.28976 -1.6 -0.7 0.8
C -1.04629 3.16507 -0.46055 0.0 1.0 0.1
C -0.53757 1.47070 1.25502 1.1 0.9 -0.2
C -1.85238 1.59437 1.92998 -0.9 0.7 1.1
H 1.05082 0.30062 -0.76570 -0.2 0.0 -0.7
H 2.80086 0.75291 -0.71663 0.1 0.5 -0.7
H 1.95163 3.03877 0.28450 0.6 -0.1 -0.5
H -0.42953 3.88994 -0.99403 -0.5 -0.2 -0.9
H -1.78054 3.80075 0.05210 0.7 -0.1 1.0
H -1.80295 2.59030 -1.01527 1.0 -0.1 -0.7
H 0.18141 0.78754 1.69887 -0.1 0.0 0.1
H -2.21879 0.66099 2.33824 -0.1 -0.4 -0.2
H -2.66743 2.10947 1.41754 0.2 -0.5 -0.7
H -1.83271 2.24626 2.83134 0.7 -0.3 -0.2
O 0.21586 -4.32444 -2.50129 0.3 0.8 -0.2
H -0.20953 -5.16519 -2.65409 -0.1 -0.3 0.4
H 0.44239 -4.24274 -1.56494 -0.2 -0.6 -0.3
O 1.16561 -5.93911 -0.13208 0.7 -0.5 -0.2
H 1.45791 -6.73987 -0.59916 -0.5 0.2 0.1
H 2.02158 -5.58937 0.14576 -0.2 0.3 0.2
```
Positions in Å, forces in eV/Å.

# 5
C7H10BiIN | wB97M-V/def2-TZVPD

Computed properties:
DFT total energy in eV: -22849.8670
Energy above the lowest of the compared OMol25 structures with the same formula, charge and spin in eV: 0.352
HOMO energy in eV: -3.49
Kohn-Sham gap in Ha: 0.2321
2S+1: 1
Charge: -1

Structure (XYZ):
```
20
Properties=species:S:1:pos:R:3:forces:R:3
C -1.95255 -1.65566 -0.10268 -0.6 1.2 0.0
C -1.98342 -1.09555 -1.41669 -0.1 0.7 0.6
C -2.28334 0.29964 -1.30029 0.1 -0.7 -0.1
C -2.45849 0.60462 0.08627 0.6 -0.7 0.0
C -2.25906 -0.61237 0.82620 -0.1 -0.3 -1.1
Bi 0.53653 0.64700 0.27959 -2.1 -1.7 1.2
N 0.60311 -0.90134 1.63733 1.1 1.1 -0.7
C 2.48115 -1.03553 -0.96319 -0.1 -0.3 -1.5
C 1.64833 -0.81259 -2.01245 1.5 -0.7 0.1
H -2.43330 0.98965 -2.13701 0.1 -0.2 0.4
H -1.83081 -1.64403 -2.34883 0.0 0.2 0.3
H -2.74672 1.56810 0.50562 0.0 -0.2 -0.1
H -2.34438 -0.72486 1.90272 0.2 0.1 -0.2
H -1.76844 -2.69707 0.14120 0.1 0.2 0.0
H 0.97401 -1.58620 -2.37870 -0.2 0.3 0.5
H 2.42003 -1.93568 -0.35169 -0.1 0.3 -0.2
H 1.41267 -0.77927 2.27528 -0.4 0.2 0.0
H 1.71581 0.08399 -2.63910 0.0 -0.3 0.4
H 3.30720 -0.35319 -0.73248 -0.5 0.0 0.1
I 1.21085 3.01589 1.69729 0.4 0.7 0.5
```
Positions in Å, forces in eV/Å.

# 6
C3H8N2 | wB97M-V/def2-TZVPD

Computed properties:
DFT total energy in eV: -6217.4800
Energy above the lowest of the compared OMol25 structures with the same formula, charge and spin in eV: 4.367
HOMO energy in eV: -8.30
Kohn-Sham gap in Ha: 0.3415
2S+1: 1
Structure (SMILES): C=NN(C)C
Charge: 0

Structure (XYZ):
```
13
Properties=species:S:1:pos:R:3:forces:R:3
C -1.19603 0.04734 1.62916 -4.2 3.5 -4.5
N -1.14303 0.47940 0.35500 1.5 -1.8 2.2
N -0.10164 -0.01657 -0.42282 -2.0 2.3 -1.5
C 0.73653 -0.90231 0.18969 2.4 -4.8 2.4
C 0.28303 0.91297 -1.56460 0.6 1.3 0.7
H -0.56846 -0.57659 2.14978 1.2 -1.4 1.0
H -2.22484 0.39739 1.95901 1.7 -0.6 0.6
H 1.50338 -1.43754 -0.39236 0.1 1.4 -0.5
H 0.36210 -2.04382 0.61989 -0.6 3.1 -1.1
H 1.19956 -0.54125 1.13202 0.1 0.2 -0.5
H 0.45796 2.05666 -1.26684 0.1 -2.6 0.2
H 1.20757 0.53124 -2.08471 -1.1 0.3 0.7
H -0.51613 1.09308 -2.30324 0.0 -1.0 0.4
```
Positions in Å, forces in eV/Å.

# 7
C4H12 | wB97M-V/def2-TZVPD

Computed properties:
⟨S²⟩: 0.7523
DFT total energy in eV: -4330.4082
Energy above the lowest of the compared OMol25 structures with the same formula, charge and spin in eV: 0.824
HOMO energy (alpha / beta) in eV: -15.08 / -14.94
Kohn-Sham gap (alpha / beta) in Ha: 0.4260 / 0.1174
2S+1: 2
Charge: +1

Structure (XYZ):
```
16
Properties=species:S:1:pos:R:3:forces:R:3
C 0.60246 2.18482 1.09859 -0.8 0.2 -0.1
C -0.92442 2.10424 0.74982 1.2 0.5 -0.1
H 1.14891 2.27916 0.15576 0.3 0.1 0.4
H 0.83330 2.98003 1.81521 -0.2 0.4 -0.6
H 0.97769 1.35183 1.67663 0.0 -0.8 -0.2
H -1.32454 1.12418 1.04384 -0.3 0.3 0.0
H -1.07890 2.27915 -0.31694 0.1 -0.4 -0.1
H -1.44415 2.95211 1.18880 -0.3 -0.4 0.5
C -0.52870 -1.91426 -1.14202 0.0 0.1 -0.2
C 0.84425 -2.39934 -0.71137 -1.3 0.1 0.0
H -1.19751 -2.75232 -1.39610 0.5 -0.3 -0.2
H -0.90965 -1.25044 -0.32226 0.6 0.4 -0.3
H -0.53707 -1.30523 -2.06662 -0.6 0.4 0.1
H 1.42661 -1.46628 -0.64017 0.0 0.3 0.2
H 0.92184 -2.82249 0.30198 0.7 -0.4 0.0
H 1.07903 -3.13996 -1.48791 0.1 -0.5 0.4
```
Positions in Å, forces in eV/Å.

# 8
C17H33Br4Cl3O3 | wB97M-V/def2-TZVPD

Computed properties:
DFT total energy in eV: -342041.0075
HOMO energy in eV: -9.51
Kohn-Sham gap in Ha: 0.3614
2S+1: 1
Structure (SMILES): ClC(Cl)Cl.C1CCOC1.C1CCOC1.C1CCOC1.BrCCBr.BrCCBr
Charge: 0

Structure (XYZ):
```
60
Properties=species:S:1:pos:R:3:forces:R:3
Cl -3.03316 2.48770 -0.18433 -0.5 0.0 -0.3
C -1.90058 2.30098 1.15925 -0.6 0.4 -0.5
Cl -0.45128 1.54523 0.51002 0.2 0.3 0.5
Cl -2.62292 1.36751 2.44778 0.0 -0.3 0.3
H -1.80935 3.32434 1.52329 0.8 -0.4 0.0
C 2.77818 9.02140 0.43754 0.2 0.3 -0.5
C 2.21742 8.90481 1.84464 0.7 0.5 -0.5
C 0.74500 8.82648 1.53932 -0.3 0.9 1.4
O 0.62572 8.04616 0.39753 -0.4 -0.5 -1.6
C 1.78753 8.20712 -0.43685 2.0 -0.2 1.8
H 3.80383 8.65312 0.41551 0.0 -0.1 -0.3
H 2.80253 10.04283 0.05780 0.0 0.2 0.3
H 2.54671 9.76126 2.43301 -0.3 -0.1 0.2
H 2.64881 7.99618 2.26462 -0.5 -0.1 0.3
H 0.29450 9.80787 1.39095 0.3 0.5 -0.4
H 0.16024 8.48298 2.39264 -0.1 -0.9 -0.2
H 1.76625 8.71480 -1.40117 -1.2 -0.2 -0.1
H 2.27191 7.23447 -0.52314 -0.5 -0.3 -0.5
C 5.76304 -3.65771 1.35862 -1.8 1.3 -1.8
C 6.61243 -4.04611 2.45259 1.3 -0.6 2.8
C 7.85710 -4.64758 1.79277 0.4 0.3 -0.5
O 7.70822 -4.38378 0.39574 0.3 -0.7 0.0
C 6.77506 -3.33050 0.28072 0.1 -0.8 -1.3
H 5.09398 -2.81252 1.52024 0.1 0.1 0.4
H 5.10649 -4.48297 1.08297 0.2 -0.1 -0.6
H 6.17117 -4.73103 3.17665 -0.2 -0.1 -0.1
H 6.88331 -3.15956 3.02595 0.3 0.0 0.1
H 8.02925 -5.71917 1.89362 -0.3 0.0 0.2
H 8.73578 -4.11774 2.16059 0.3 -0.1 0.1
H 6.35376 -3.36749 -0.72389 -0.1 -0.1 -0.1
H 7.37478 -2.42087 0.31251 -0.6 0.7 0.7
C -5.40534 -6.79207 4.32317 -0.1 0.4 -0.3
C -4.28426 -7.71925 3.78997 0.5 0.3 0.4
C -3.52129 -6.83732 2.80416 -1.1 0.6 -0.3
O -4.48424 -5.83649 2.39689 0.2 0.2 0.2
C -5.30536 -5.47010 3.53656 0.7 -1.2 -1.2
H -5.32481 -6.56217 5.38560 -0.3 -0.5 0.0
H -6.36249 -7.21564 4.01894 -0.1 -0.1 0.7
H -4.67549 -8.63110 3.33881 -0.1 0.2 -0.1
H -3.59474 -8.04310 4.56956 -0.1 0.0 0.2
H -3.19890 -7.34990 1.89783 0.0 0.0 0.1
H -2.65614 -6.35755 3.26179 0.1 0.1 0.1
H -6.27542 -5.19165 3.12480 0.1 0.2 0.1
H -4.87838 -4.62180 4.07151 0.2 -0.1 0.2
Br -0.29729 4.35770 -6.22096 0.2 0.2 0.3
C -1.69706 5.70335 -5.96885 -1.1 -1.5 -1.4
C -2.88187 5.11579 -6.77427 0.7 -0.2 0.0
Br -4.40519 6.25896 -6.59806 -0.4 0.4 -0.1
H -1.39446 6.55210 -6.58216 0.2 0.3 1.0
H -1.95482 5.79080 -4.91338 0.5 0.5 -0.3
H -3.22676 4.11769 -6.50419 0.3 0.2 0.3
H -2.56136 5.07003 -7.81508 -0.3 0.1 0.0
Br -3.54118 -5.10962 -5.51481 -0.3 0.3 0.8
C -3.68070 -4.30050 -3.71879 0.6 -0.2 0.8
C -2.69579 -3.15790 -3.55488 -0.4 0.7 -1.0
Br -0.82676 -3.64237 -3.87601 -0.6 0.2 0.1
H -3.49749 -5.06750 -2.96631 -0.1 -0.2 -0.3
H -4.68460 -3.90001 -3.57763 0.0 -0.2 -0.3
H -2.71909 -2.56495 -2.64057 -0.1 -0.8 0.4
H -3.06442 -2.44366 -4.29115 0.9 0.2 -0.4
```
Positions in Å, forces in eV/Å.